# 1
Formula: C6H12O6S
Source: the OMol25 dataset
Level of theory: ωB97M-V/def2-TZVPD

Structure (XYZ):
```
25
Properties=species:S:1:pos:R:3:forces:R:3
C 4.089338 -1.648096 -1.118079 4.1 1.9 -6.0
C -4.278557 0.679473 -0.433711 -0.9 -0.3 2.0
C 4.500499 0.947048 -0.047253 -1.2 1.4 2.7
C -4.006445 -0.812998 0.078080 -0.8 1.5 -0.7
C 3.389154 1.700073 -0.178627 0.8 0.2 -1.7
C -3.671859 -0.733099 1.624985 -0.7 -1.9 0.5
O 1.576440 -1.573277 -0.760447 -1.0 0.5 -1.2
O -5.657114 0.963276 -0.364949 -0.8 -0.2 -0.5
O 4.972500 0.540062 1.201800 -0.1 -0.2 0.3
O -2.930229 -1.332385 -0.679948 1.1 0.5 1.4
O 2.518837 2.200965 0.755499 0.8 -1.6 0.7
O -2.856751 0.053341 2.047434 -0.9 -0.9 -0.5
S 2.859310 -1.952935 -0.122976 -2.7 -1.5 4.9
H 3.998391 -1.216352 -2.185740 -0.2 -0.8 2.1
H -3.924193 1.577421 0.128822 0.9 -1.3 -0.3
H -3.913420 0.599886 -1.415529 0.5 0.6 -1.5
H 5.273182 0.942211 -0.774992 0.1 -0.4 -0.7
H -4.886511 -1.426089 -0.339111 0.9 0.8 1.6
H 3.208701 2.038334 -1.209038 -0.3 0.0 0.7
H -4.202351 -1.561944 2.339115 1.0 1.8 -1.3
H -6.116073 0.357379 -0.957321 -0.2 0.1 0.1
H 4.456138 0.854740 1.979502 0.4 -0.2 -1.2
H -2.161821 -0.867831 -0.281207 0.0 -0.6 -0.7
H 2.677120 1.680634 1.583395 -0.5 0.8 -0.8
H 5.085707 -2.009842 -0.869703 -0.3 0.0 0.2
```
Positions in Å, forces in eV/Å.

Results
HOMO energy (alpha / beta) (Eh): -0.25417 / -0.32122
LUMO level (alpha / beta) (eV): 0.3 / -2.4
Spin multiplicity: 3
Kohn-Sham gap (alpha / beta) (Eh): 0.2653 / 0.2348

=====

# 2
Formula: C48H121N7O16
Source: the OMol25 dataset
Level of theory: ωB97M-V/def2-TZVPD

Structure (XYZ):
```
192
Properties=species:S:1:pos:R:3:forces:R:3
C -14.391322 -26.427820 8.706579 0.1 -0.7 0.5
O -15.155587 -26.932775 9.790381 -0.3 0.5 0.2
C -16.549696 -26.632494 9.769330 1.0 0.2 -0.4
C -16.891576 -25.145384 9.844220 -0.2 -0.3 0.7
N -18.347244 -25.072323 9.976608 0.0 0.1 -1.1
C -18.897578 -23.713797 9.912249 0.6 -0.3 0.4
C -18.371951 -22.941283 8.719197 0.2 0.8 1.2
O -17.179621 -22.240645 9.098784 0.2 -0.2 -0.3
C -16.540934 -21.680756 7.975415 0.0 0.6 -0.4
H -14.702526 -25.433039 8.385340 0.2 0.1 0.1
H -14.406490 -27.096135 7.838189 -0.3 0.0 0.0
H -13.382753 -26.463191 9.118589 0.1 0.5 -0.4
H -16.940820 -27.097732 10.672799 -0.2 -0.3 -0.2
H -16.943988 -27.070485 8.849351 -0.6 0.0 0.2
H -16.523981 -24.591456 8.983232 -0.3 0.0 -0.1
H -16.417172 -24.704488 10.733184 0.3 0.0 -0.1
H -18.600602 -25.541761 10.834687 -0.2 0.1 0.0
H -18.604891 -23.200826 10.836828 -0.3 0.5 -0.1
H -19.981757 -23.724234 9.801701 0.0 -0.3 0.3
H -19.068246 -22.127239 8.505609 -0.4 -0.4 -0.6
H -18.225703 -23.647081 7.897949 0.1 0.3 -0.3
H -17.192839 -21.048644 7.355965 -0.5 -0.4 0.0
H -16.132127 -22.472762 7.342720 0.2 0.1 -0.1
H -15.773907 -20.959316 8.261557 0.3 -0.5 0.4
C -15.230235 -16.253079 11.842031 0.5 -0.5 0.7
O -14.177471 -15.449277 11.333983 -0.3 0.3 -0.2
C -14.367813 -15.111674 9.991073 0.7 0.4 -0.7
C -13.051158 -14.625132 9.377186 -0.3 -0.9 0.4
N -13.205227 -14.670038 7.931123 0.2 0.3 0.0
C -12.029384 -14.210807 7.216369 0.2 1.1 -0.3
C -12.242681 -14.018650 5.702657 1.0 -0.6 2.0
O -12.953387 -12.841295 5.436835 -0.8 -0.4 -0.3
C -12.912634 -12.512048 4.064003 1.0 -0.3 -0.3
H -16.233403 -15.870403 11.654549 0.6 0.0 0.2
H -15.005917 -16.372355 12.899631 -0.3 0.2 0.1
H -15.173139 -17.273307 11.443487 0.0 0.0 -0.3
H -15.086584 -14.299659 9.797651 -0.2 -0.2 0.7
H -14.718570 -15.975953 9.414192 0.2 0.1 0.2
H -12.280638 -15.343029 9.676360 0.1 0.0 -0.1
H -12.766382 -13.656530 9.805084 0.0 0.2 -0.2
H -14.014783 -14.123113 7.656804 0.1 0.2 -0.1
H -11.198566 -14.917825 7.294666 -0.3 -0.2 0.3
H -11.653429 -13.272903 7.651002 0.1 0.1 -0.1
H -12.651383 -14.999965 5.433957 -0.3 1.1 -0.6
H -11.232362 -13.934982 5.291348 0.1 0.0 -0.3
H -13.256052 -11.493288 3.918230 -0.2 0.0 0.1
H -13.424557 -13.206823 3.389776 -0.5 0.0 0.3
H -11.867528 -12.592918 3.731298 0.0 0.4 0.0
C -18.535468 -14.651926 11.582521 0.4 0.1 0.1
O -17.659645 -15.255736 10.650003 -0.4 0.8 -0.8
C -18.115176 -15.130556 9.300116 -0.1 -0.1 0.9
C -17.021119 -15.646306 8.390548 0.1 0.7 -1.1
N -17.437906 -15.803069 6.980312 0.3 0.2 1.6
C -16.584519 -16.779515 6.285601 -1.6 0.3 -0.8
C -15.094939 -16.473795 6.179154 -0.8 0.0 0.5
O -14.604445 -17.279632 5.128318 -0.3 -0.1 -0.4
C -13.533933 -16.719472 4.439389 1.1 -0.1 -0.4
H -17.911814 -14.337712 12.419397 -0.2 -0.5 0.3
H -19.313464 -15.369877 11.845078 -0.1 0.2 0.3
H -18.991832 -13.710026 11.257221 0.0 -0.2 -0.5
H -18.327910 -14.070732 9.130344 -0.1 -0.1 -0.4
H -19.054022 -15.701368 9.262180 0.0 0.0 -0.6
H -16.592651 -16.574437 8.789990 -0.1 0.0 0.1
H -16.251821 -14.869500 8.322376 0.1 -0.4 0.5
H -18.407415 -16.098234 7.029700 0.1 -0.4 -0.6
H -17.020359 -16.728861 5.284799 0.4 -0.5 -0.2
H -16.752993 -17.784315 6.691491 0.3 -0.1 0.0
H -14.616528 -16.729558 7.129091 0.2 0.2 -0.2
H -14.924026 -15.414834 5.965794 -0.1 0.0 0.0
H -12.619267 -16.731719 5.051745 0.0 -0.2 0.0
H -13.651647 -15.682620 4.097175 -0.6 -0.2 0.2
H -13.288766 -17.275600 3.533546 -0.4 -0.4 0.1
C -12.536283 -23.805728 10.188139 0.9 -1.6 0.0
O -12.628976 -22.435824 10.430733 -0.9 0.4 0.1
C -13.986255 -22.042308 10.449625 -1.5 0.0 -0.6
C -14.174824 -20.534321 10.487001 1.5 1.4 0.2
N -13.524443 -19.834349 9.371029 0.1 -1.2 -0.6
C -13.450219 -18.386346 9.373542 0.2 -0.2 0.0
C -12.532843 -17.855554 8.294391 -0.4 1.1 -1.0
O -11.165417 -17.810342 8.630700 0.3 -1.1 0.8
C -10.283367 -17.645128 7.539949 -0.5 0.5 0.3
H -12.968827 -24.151994 9.239831 0.1 0.6 -0.2
H -12.991600 -24.497033 10.915587 -0.4 0.7 0.4
H -11.483677 -24.093690 10.238954 0.1 0.3 -0.3
H -14.585045 -22.521645 11.234932 0.5 0.2 0.7
H -14.542565 -22.464394 9.600187 0.5 0.2 -0.6
H -13.665047 -20.136765 11.380746 -0.4 -0.3 0.5
H -15.204413 -20.173388 10.503411 -0.2 -0.6 0.2
H -12.638961 -20.297233 9.200366 0.2 0.4 0.0
H -13.152548 -17.895678 10.314507 0.0 -0.3 0.2
H -14.449299 -18.003329 9.136484 0.0 0.0 0.1
H -12.840958 -16.820104 8.077875 0.0 -0.2 0.1
H -12.712947 -18.391152 7.351938 0.2 -0.3 0.1
H -9.266318 -17.709381 7.920998 0.0 -0.2 0.0
H -10.423256 -16.626758 7.154046 0.1 -0.2 -0.4
H -10.456977 -18.403664 6.772619 0.1 0.0 -0.1
C -5.387372 -22.164439 6.457175 -0.3 0.0 0.1
O -5.936998 -20.984510 7.014250 0.8 -0.1 0.3
C -7.186956 -20.634522 6.478416 -0.8 -0.7 1.3
C -8.314991 -21.444459 7.169772 0.7 -0.8 -0.7
N -9.600280 -21.196075 6.546633 0.2 0.9 0.6
C -10.720461 -21.791612 7.273599 0.3 1.1 -1.1
C -12.020281 -21.383719 6.600621 -0.6 -1.3 -0.1
O -12.262833 -22.229959 5.473501 0.3 0.0 0.2
C -13.612895 -22.513431 5.255242 0.0 -1.1 -0.5
H -5.991108 -23.038428 6.716264 -0.2 0.0 -0.3
H -4.406914 -22.369329 6.883126 0.1 0.4 0.0
H -5.301295 -22.036401 5.374891 0.0 -0.3 -0.1
H -7.190672 -20.805306 5.397946 -0.1 0.4 -0.1
H -7.368411 -19.612421 6.815012 0.1 0.3 -0.8
H -8.293205 -21.235358 8.241420 -0.4 0.4 -0.1
H -8.073761 -22.519174 7.129863 0.1 0.0 -0.1
H -9.588365 -21.523494 5.588794 0.0 -0.1 0.0
H -10.782906 -21.355057 8.273247 0.5 -0.3 0.2
H -10.558701 -22.874531 7.280302 -0.7 -0.1 0.5
H -12.068837 -20.364965 6.209459 0.4 0.3 0.5
H -12.811598 -21.532620 7.344470 -0.2 0.1 -0.2
H -13.631459 -23.213487 4.412579 -0.1 0.3 -0.2
H -14.228532 -21.640371 5.013375 0.0 0.1 0.2
H -14.042402 -23.117835 6.067292 -0.1 0.5 0.3
C -4.903198 -18.754368 3.389415 0.3 0.1 -0.3
O -5.807544 -19.672529 2.802805 -0.1 0.7 -0.1
C -6.958845 -19.083340 2.235548 -0.7 -1.3 -1.3
C -8.140344 -19.094865 3.176493 0.0 1.1 0.8
N -9.325930 -18.571962 2.512238 -0.6 -0.6 0.4
C -10.566120 -18.421709 3.352070 1.6 -0.5 -0.7
C -11.383544 -19.717593 3.322615 -0.1 1.1 -1.0
O -11.680409 -19.935508 1.945583 -0.1 0.0 -0.5
C -12.703852 -20.889327 1.739567 0.1 0.1 0.4
H -4.883569 -17.769393 2.907850 -0.3 -0.1 -0.3
H -3.923180 -19.195399 3.207074 0.1 0.1 0.6
H -5.104010 -18.542936 4.443205 0.1 -0.4 0.1
H -7.234898 -19.686734 1.358263 0.2 -0.3 0.1
H -6.808321 -18.111507 1.756781 0.3 0.3 0.7
H -7.833545 -18.408453 3.978501 -0.5 0.1 0.2
H -8.282693 -20.057243 3.679191 0.1 -0.3 -0.3
H -9.691454 -19.270211 1.865095 0.8 0.2 -0.5
H -11.034524 -17.611120 2.795590 -0.8 0.0 0.7
H -10.285894 -18.170691 4.376373 -0.2 0.3 0.0
H -12.328994 -19.536916 3.846264 0.1 -0.5 0.4
H -10.791637 -20.580750 3.635205 -0.3 0.1 0.7
H -12.491819 -21.797437 2.312055 -0.1 -0.1 0.0
H -12.766140 -21.148593 0.685676 0.2 0.2 -0.1
H -13.655722 -20.453491 2.057633 -0.1 -0.2 0.0
C -6.236212 -19.543533 10.602593 -1.0 0.2 0.2
O -7.191865 -19.566444 11.662395 0.6 0.1 -0.1
C -7.007106 -20.662302 12.570121 -1.2 0.8 -1.4
C -8.299185 -20.750852 13.357171 0.4 -1.4 1.8
N -9.529243 -21.277654 12.702443 0.3 1.7 -0.7
C -9.988453 -20.442009 11.547283 -0.5 -0.5 0.5
C -10.635625 -19.132559 11.979617 -0.5 0.4 -0.8
O -11.360276 -19.230176 13.206188 1.0 -0.1 -0.1
C -12.155482 -18.081392 13.409611 -0.9 -0.5 -0.5
H -6.543513 -20.298254 9.874770 0.7 -0.3 0.0
H -5.223735 -19.633615 10.997277 0.1 -0.3 -0.2
H -6.316190 -18.586345 10.086983 0.0 0.1 0.2
H -6.068615 -20.493411 13.102031 -0.3 -0.1 0.7
H -6.896821 -21.611919 12.029592 0.0 0.0 -0.2
H -8.582053 -19.908658 13.994792 0.5 0.6 -0.5
H -8.067267 -21.522384 14.107652 -0.1 0.0 0.1
H -10.225390 -20.900378 13.345612 -0.2 -1.2 0.5
H -10.826713 -20.973323 11.096945 0.3 -0.5 -0.2
H -9.205988 -20.267853 10.813139 -0.1 0.0 0.1
H -11.385958 -18.980680 11.196000 0.2 0.6 -0.1
H -9.948017 -18.283957 11.995527 0.1 0.0 0.2
H -11.705750 -17.147930 13.061587 0.4 0.0 0.4
H -12.448372 -18.097533 14.457319 0.1 0.4 0.0
H -13.071051 -18.172202 12.802958 0.0 0.0 0.1
C -16.468313 -19.474859 12.961475 0.2 -1.4 -0.2
C -16.736663 -19.137008 14.433445 0.6 0.7 -1.8
C -15.569123 -19.532585 15.300869 0.0 -0.2 1.6
O -16.856471 -17.717506 14.339300 -0.1 0.8 0.3
H -15.401654 -19.492676 12.726571 0.1 0.6 0.2
H -16.985316 -18.812028 12.271118 -0.1 0.1 0.1
H -16.722351 -20.507320 12.692439 -0.4 0.0 0.3
H -17.701168 -19.537933 14.753185 0.2 -0.3 0.2
H -14.631563 -18.994078 15.156844 -0.3 0.3 -0.6
H -15.278165 -20.584751 15.279844 -0.4 -0.1 -0.2
H -15.848837 -19.307796 16.338986 0.1 -0.2 0.1
H -17.015726 -17.266652 15.175393 0.0 -0.4 0.2
C -9.915905 -26.040751 12.605083 -0.1 0.8 0.9
C -9.201398 -24.724971 12.967224 0.4 -0.3 -0.4
C -7.740664 -24.919373 13.387587 -0.1 0.3 0.1
O -9.251702 -23.955193 11.774061 -0.2 0.5 0.1
H -10.987766 -25.844402 12.661042 -0.1 -0.2 -0.3
H -9.699236 -26.836490 13.319586 0.1 -0.1 -0.2
H -9.642738 -26.292634 11.583961 0.1 -0.2 0.0
H -9.700441 -24.177196 13.774849 -0.3 -0.2 0.0
H -7.225540 -23.956054 13.443900 -0.1 0.1 -0.3
H -7.234118 -25.543917 12.651320 0.1 -0.1 0.2
H -7.629501 -25.302060 14.405537 -0.2 -0.5 -0.2
H -9.407164 -23.019023 12.039906 0.1 -0.1 0.0
```
Positions in Å, forces in eV/Å.

Results
SMILES: COCCNCCOC.COCCNCCOC.COCCNCCOC.COCCNCCOC.COCCNCCOC.COCCNCCOC.COCCNCCOC.CC(C)O.CC(C)O
HOMO energy (Eh): -0.31277
LUMO level (eV): 0.5
Spin multiplicity: 1
Kohn-Sham gap (Eh): 0.3315

=====

| no. | E_tot (eV) |
| --- | --- |
| 1 | -29529.1790 |
| 2 | -94916.7811 |